Record 1
The following is a quantum chemistry calculation of a cluster of 5 separate species, C28H53BN3O7PS in total in a non-equilibrium geometry, from the OMol25 dataset.

Each line ends with the Mulliken charge.
Cartesian coordinates (Å):
C: -2.330 2.913 2.677  -0.77
O: -2.095 1.714 1.889  0.10
B: -0.748 1.614 1.410  0.24
O: 0.251 2.669 1.454  -0.25
C: -0.233 0.180 0.790  0.36
C: 0.642 0.199 -0.545  -0.32
P: 1.100 1.751 -1.513  0.57
C: -0.423 2.795 -1.962  0.69
O: 1.748 1.283 -3.065  -0.54
C: 1.172 -1.169 -1.108  -1.03
C: 0.798 -2.506 -0.369  0.51
N: 1.258 -3.787 -0.898  -0.57
S: 0.528 -4.859 0.236  0.14
N: -0.287 -3.867 1.386  -0.60
C: -0.085 -2.508 0.939  0.46
C: -0.591 -1.141 1.543  0.00
C: -1.439 -1.227 2.896  -0.04
C: -2.857 -1.991 2.660  -0.87
C: -4.014 -1.039 2.083  -0.13
C: -4.046 -0.910 0.478  -0.66
N: -4.816 0.362 0.174  0.28
C: -4.300 1.571 -0.427  -0.09
C: -5.560 2.493 -0.413  -0.56
C: -6.801 1.764 0.219  -0.53
C: -6.224 0.346 0.582  -0.22
H: -2.787 3.769 2.045  0.24
H: -1.430 3.257 3.298  0.25
H: -3.156 2.647 3.447  0.24
H: 0.618 2.637 2.375  0.26
H: -0.531 2.822 -3.116  0.40
H: -0.210 3.877 -1.644  -0.07
H: -1.397 2.444 -1.478  -0.68
H: 1.077 0.761 -3.568  0.27
H: 1.832 -1.221 -2.043  0.38
H: -0.843 -1.930 3.603  -0.23
H: -1.548 -0.240 3.458  0.27
H: -3.199 -2.305 3.723  0.39
H: -2.752 -2.951 2.046  0.35
H: -3.917 0.030 2.499  0.01
H: -5.054 -1.433 2.403  0.43
H: -4.620 -1.770 -0.038  0.34
H: -3.014 -0.839 -0.006  0.16
H: -3.238 1.763 -0.774  -0.07
H: -5.613 3.580 -0.771  0.29
H: -7.859 2.134 0.415  0.34
H: -6.767 -0.541 1.066  0.27
C: 2.328 -4.695 4.393  -1.32
C: 1.845 -3.318 4.821  0.83
C: 2.683 -2.767 5.964  -1.49
O: 0.480 -3.399 5.230  -0.56
H: 2.250 -5.411 5.219  0.35
H: 1.710 -5.083 3.579  0.26
H: 3.368 -4.662 4.058  0.38
H: 1.889 -2.633 3.969  0.15
H: 2.617 -3.416 6.844  0.35
H: 2.318 -1.783 6.268  0.35
H: 3.733 -2.677 5.676  0.37
H: 0.430 -4.003 5.983  0.33
C: 2.240 7.043 0.890  -1.34
C: 1.195 6.452 -0.043  0.30
C: -0.043 6.011 0.722  -0.96
O: 1.753 5.333 -0.730  -0.44
H: 2.568 6.304 1.628  0.31
H: 3.129 7.346 0.329  0.32
H: 1.848 7.915 1.421  0.40
H: 0.916 7.192 -0.798  0.27
H: 0.205 5.236 1.454  0.11
H: -0.781 5.578 0.042  0.26
H: -0.503 6.852 1.247  0.48
H: 2.004 4.671 -0.071  0.31
C: -1.203 -5.849 -4.805  -1.11
C: -0.256 -6.982 -4.440  0.31
C: -0.743 -7.737 -3.213  -1.02
O: 1.042 -6.451 -4.187  -0.54
H: -1.273 -5.121 -3.991  0.25
H: -0.835 -5.309 -5.682  0.31
H: -2.206 -6.227 -5.023  0.35
H: -0.166 -7.672 -5.284  0.29
H: -0.797 -7.074 -2.343  0.17
H: -0.048 -8.540 -2.955  0.30
H: -1.732 -8.171 -3.382  0.36
H: 0.974 -5.838 -3.441  0.33
C: 5.630 3.389 -2.840  -0.96
C: 5.408 2.549 -4.088  0.36
C: 4.604 3.309 -5.131  -1.17
O: 4.718 1.353 -3.737  -0.53
H: 4.676 3.657 -2.374  0.08
H: 6.199 2.827 -2.095  0.30
H: 6.174 4.309 -3.074  0.38
H: 6.373 2.256 -4.510  0.31
H: 3.614 3.574 -4.744  0.24
H: 4.442 2.690 -6.017  0.31
H: 5.116 4.226 -5.434  0.38
H: 3.861 1.603 -3.362  0.29

Properties
SMILES: COB(O)c1c(P(C)O)cc2nsnc2c1CCCCn1cccc1.CC(C)O.CC(C)O.CC(C)O.CC(C)O
F_max in eV/Å: 6.3
Net charge: 0
Calculated total energy in eV: -69492.1723


Record 2
The following is a quantum chemistry calculation of a structure of composition C28H53GaO2PSe2Si2 in a non-equilibrium geometry, from the OMol25 dataset.

Each line ends with the Mulliken charge.
Cartesian coordinates (Å):
O: -0.476 -1.054 -3.113  -0.29
O: 0.651 0.669 -4.368  0.17
C: 0.279 -2.258 -3.515  -0.22
C: -0.438 -3.475 -3.003  -1.39
H: 1.289 -2.142 -3.086  0.21
H: 0.338 -2.225 -4.613  0.41
H: -0.504 -3.484 -1.911  0.22
H: 0.160 -4.328 -3.310  0.45
H: -1.437 -3.594 -3.436  0.32
C: -1.765 -0.822 -3.854  0.25
C: -1.729 -1.057 -5.338  -1.56
H: -2.057 0.210 -3.590  0.08
H: -2.427 -1.525 -3.346  0.49
H: -0.970 -0.473 -5.875  0.09
H: -2.704 -0.739 -5.718  0.48
H: -1.631 -2.119 -5.586  0.37
C: 0.129 2.079 -4.186  -0.06
C: 1.991 0.361 -4.969  0.08
C: -0.742 2.409 -5.356  -1.13
H: 1.026 2.695 -4.073  0.43
H: -0.429 2.031 -3.241  0.04
H: -0.206 2.354 -6.309  0.27
H: -1.075 3.432 -5.202  0.47
H: -1.628 1.764 -5.396  0.23
C: 1.914 0.636 -6.438  -1.34
H: 2.142 -0.701 -4.732  0.27
H: 2.710 0.979 -4.416  0.18
H: 1.070 0.124 -6.919  0.28
H: 2.834 0.248 -6.865  0.43
H: 1.865 1.708 -6.636  0.35
H: 0.295 -0.039 -3.558  0.32
Ga: -0.019 0.014 0.651  0.86
C: 1.611 0.046 -0.557  0.07
Si: 3.419 0.464 -0.500  0.38
H: 1.361 -1.078 -0.568  -0.27
H: 0.898 0.766 -1.108  -0.34
C: 4.425 -0.707 -1.576  -0.96
C: 4.259 0.297 1.195  -1.19
C: 3.742 2.248 -1.018  -0.95
C: -1.732 -0.980 -0.053  -0.54
Si: -3.345 0.007 -0.030  0.54
H: -1.771 -1.520 1.021  0.30
H: -1.911 -2.032 -0.374  0.31
C: -4.597 -0.790 -1.188  -1.02
C: -2.950 1.744 -0.619  -1.01
C: -4.209 0.074 1.646  -1.31
H: 3.172 2.511 -1.923  0.18
H: 4.815 2.397 -1.233  0.33
H: 3.459 2.946 -0.211  0.32
H: 4.093 -1.743 -1.407  0.31
H: 5.494 -0.640 -1.310  0.34
H: 4.312 -0.467 -2.643  0.22
H: 3.930 -0.612 1.725  0.31
H: 4.042 1.173 1.830  0.28
H: 5.355 0.241 1.049  0.38
H: -3.339 1.882 -1.641  0.33
H: -1.860 1.907 -0.624  0.15
H: -3.425 2.488 0.039  0.42
H: -5.126 0.678 1.580  0.43
H: -3.605 0.604 2.401  0.24
H: -4.453 -0.930 2.024  0.32
H: -5.596 -0.367 -0.998  0.35
H: -4.642 -1.876 -1.015  0.32
H: -4.330 -0.604 -2.238  0.24
Se: -1.481 -0.539 2.542  -0.08
P: 0.113 -0.602 4.145  0.79
Se: 1.292 0.578 2.549  -0.37
C: -1.131 0.219 5.178  0.88
C: -0.789 0.523 6.499  -0.47
C: -1.783 0.894 7.403  -0.72
C: -3.020 1.326 6.925  -0.55
C: -3.387 1.107 5.580  -0.52
C: -2.407 0.582 4.740  -0.21
C: 1.336 -0.956 5.299  0.42
C: 1.040 -1.787 6.403  -0.46
C: 1.836 -1.592 7.531  -0.55
C: 2.993 -0.788 7.464  -0.40
C: 3.203 0.096 6.385  -0.78
C: 2.326 0.048 5.307  -0.33
H: 0.232 0.450 6.843  0.35
H: -1.583 0.833 8.478  0.37
H: -3.717 1.838 7.591  0.37
H: -4.402 1.314 5.194  0.41
H: -2.766 0.535 3.691  -0.26
H: 0.243 -2.526 6.326  0.44
H: 1.570 -2.064 8.484  0.42
H: 3.752 -0.836 8.265  0.38
H: 4.033 0.821 6.358  0.40
H: 2.543 0.721 4.446  0.23

Properties
Relative energy (zero: lowest compared OMol25 entry of this formula, charge and spin) in kJ/mol: 837.80
F_max in eV/Å: 5.1
Net charge: +1
Calculated total energy in eV: -242090.9094


Question: Look up the net charge of the first one.
Answer: 0


Question: Which of these has the highest net charge?
Answer: C28H53GaO2PSe2Si2


Question: calculated total energy of number 1 (C28H53BN3O7PS)?
Answer: -69492.1723 eV


Question: Which formula does entry 2 have?
Answer: C28H53GaO2PSe2Si2